one) Entry from OMol25: C6H12O in the gas phase (ωB97M-V/def2-TZVPD).

Properties
HOMO energy = -9.631 eV
SMILES string = CC(C)[C@H]1C[C@H]1O
Charge = 0
Frontier orbital gap = 10.61 eV

CARTESIAN COORDINATES (ANGSTROEM)
C -1.792 0.638 0.080
H 1.694 1.511 -0.617
H -0.488 0.156 -1.627
H -1.790 -1.460 0.693
C 0.686 -0.246 0.189
H 1.063 -2.238 -0.632
H -2.520 -1.191 -0.970
C 1.434 1.078 0.356
H 2.514 -1.420 -0.012
C 1.564 -1.268 -0.538
H 0.449 -0.632 1.189
O -1.727 1.001 1.431
H 0.831 1.814 0.898
C -0.618 -0.047 -0.563
C -1.856 -0.828 -0.190
H 2.363 0.937 0.921
H -2.399 1.296 -0.544
H 1.799 -0.914 -1.551
H -1.210 1.814 1.488

Here are the Mulliken charges for atoms 1 to 8, given in e: C -0.1374; H 0.3163; H 0.4227; H 0.2631; C 0.7487; H 0.3509; H 0.2816; C -1.3826

---

two) Entry from OMol25: 2 unconnected molecules or ions with the total composition C6H12O (ωB97M-V/def2-TZVPD).

Properties
HOMO energy = -8.017 eV
SMILES string = C=C/C(C)=C/C.O
Charge = 0
Frontier orbital gap = 8.71 eV

CARTESIAN COORDINATES (ANGSTROEM)
H -2.499 0.367 -0.203
H 0.298 2.653 -0.766
C 2.192 -0.172 1.413
H -2.951 1.259 1.281
C -2.450 0.295 0.874
H 2.074 1.725 0.552
H -0.605 -1.024 1.309
H 1.700 -1.144 1.599
C -0.947 0.019 1.117
C 1.538 0.843 0.813
H 3.186 -0.199 1.676
C 0.080 0.888 0.572
H -1.279 1.956 -0.930
H 2.056 -3.994 -3.794
H -2.958 -0.668 1.365
H 0.504 -4.355 -3.502
O 1.176 -3.671 -3.777
H -0.621 3.030 0.527
C -0.496 2.191 -0.126

Here are the Mulliken charges for atoms 1 to 8, given in e: H 0.2516; H 0.3806; C -0.9039; H 0.2496; C -0.9383; H 0.2928; H 0.1826; H 0.1500

---

one) is the most stable structure; the next one sits 198.6 kJ/mol above it.

---

one) Entry from OMol25: 2 unconnected molecules or ions with the total composition C6H12O (ωB97M-V/def2-TZVPD).

Properties
HOMO energy = -7.554 eV
SMILES string = C=C/C(C)=C/C.O
Charge = 0
Frontier orbital gap = 8.09 eV

CARTESIAN COORDINATES (ANGSTROEM)
H -0.886 -1.792 2.304
H 2.450 -0.473 0.204
C -0.893 -1.143 0.182
C 1.539 -0.876 0.641
H 1.194 -0.532 1.613
H 0.065 2.588 0.281
H -1.412 -1.787 -0.550
H 0.670 4.138 0.246
O 0.758 3.198 0.010
C 0.328 -0.802 -0.305
C -1.349 -1.079 1.583
H 1.326 0.656 -1.470
C -0.525 0.295 -2.413
H -0.601 1.296 -2.826
H -1.047 -0.125 2.058
H -2.377 -1.371 1.760
C 0.417 0.065 -1.494
H -1.414 -0.307 -2.530
H 1.755 -1.949 0.705

Here are the Mulliken charges for atoms 1 to 8, given in e: H 0.3308; H 0.3959; C -0.0986; C -1.1764; H 0.2824; H 0.3253; H 0.3069; H 0.3010

---

two) Entry from OMol25: 2 unconnected molecules or ions with the total composition C6H12O (ωB97M-V/def2-TZVPD).

Properties
HOMO energy = -8.585 eV
SMILES string = C=C/C=C/CC.O
Charge = 0
Frontier orbital gap = 9.51 eV

CARTESIAN COORDINATES (ANGSTROEM)
C -0.004 -0.491 0.199
H 1.431 0.916 -1.348
H 0.465 -1.260 -0.495
H -1.163 1.182 0.495
H 2.863 1.219 -1.479
H 0.123 1.129 2.255
C -1.419 0.490 -1.510
H -0.278 -1.723 2.056
H 1.392 -1.490 1.695
C -1.936 -0.657 -1.954
C 0.431 -0.888 1.565
H 0.037 0.002 3.465
H 1.589 0.403 3.012
C -0.811 0.523 -0.243
H -1.591 -1.510 -1.372
C 0.582 0.211 2.677
H -2.504 -0.944 -2.797
O 2.249 0.695 -0.974
H -1.415 1.386 -2.100

Here are the Mulliken charges for atoms 1 to 8, given in e: C -0.2456; H 0.3097; H 0.2479; H 0.3354; H 0.2967; H 0.2888; C -0.2473; H 0.2595

---

three) Entry from OMol25: C6H12O in the gas phase (ωB97M-V/def2-TZVPD).

Properties
HOMO energy = -8.068 eV
SMILES string = CC/C=C/OCC
Charge = 0
Frontier orbital gap = 9.05 eV

CARTESIAN COORDINATES (ANGSTROEM)
H 2.214 1.154 0.498
H -3.543 1.499 -1.194
O -1.154 -0.822 -1.061
C 2.037 0.066 0.483
C 2.436 -0.567 1.801
H -2.916 0.133 -2.177
H 2.622 -0.321 -0.359
H -1.573 1.113 0.342
C -2.990 0.561 -1.180
C 0.145 -1.000 -0.732
H -0.117 0.067 0.977
H 2.171 -1.630 1.778
H -3.487 -0.155 -0.519
H -0.938 1.379 -1.272
C 0.616 -0.213 0.226
C -1.593 0.699 -0.700
H 3.503 -0.464 1.995
H 0.758 -1.756 -1.244
H 1.875 -0.108 2.624

Here are the Mulliken charges for atoms 1 to 8, given in e: H 0.1958; H 0.4011; O -0.3629; C -0.4112; C -1.1409; H 0.3196; H 0.3297; H 0.2678

---

three) is the most stable structure; the next one sits 43.8 kJ/mol above it.

---

one) Entry from OMol25: 2 unconnected molecules or ions with the total composition C6H12O (ωB97M-V/def2-TZVPD).

Properties
HOMO energy = -7.518 eV
Charge = 0
Frontier orbital gap = 8.17 eV

CARTESIAN COORDINATES (ANGSTROEM)
C 0.704 1.852 -0.813
C -0.077 -1.900 1.224
H 1.896 2.088 -2.309
C -0.714 -0.756 -0.837
H -1.653 -0.404 1.047
C -0.907 0.451 -1.405
H -0.059 -1.468 -1.341
O 1.886 1.699 -1.416
C -1.245 -1.250 0.481
H -1.669 1.131 -1.039
C 0.950 1.559 0.666
H 0.734 -1.175 1.357
H -2.070 -1.984 0.360
H -0.654 0.546 -2.459
H 0.324 -2.722 0.619
H 1.636 0.728 0.844
H 1.435 2.427 1.146
H 0.050 1.378 1.263
H -0.337 -2.294 2.210

Here are the Mulliken charges for atoms 1 to 8, given in e: C -0.0183; C -1.0490; H 0.3855; C 0.0017; H 0.2522; C -1.0489; H 0.2756; O -0.3754

---

two) Entry from OMol25: 2 unconnected molecules or ions with the total composition C6H12O (ωB97M-V/def2-TZVPD).

Properties
HOMO energy = -8.659 eV
SMILES string = C=CC=C(C)C.O
Charge = 0
Frontier orbital gap = 9.31 eV

CARTESIAN COORDINATES (ANGSTROEM)
H -0.319 2.458 -0.335
H 0.892 -3.084 -0.344
H -1.225 1.760 1.162
C -1.288 0.714 1.380
H 1.294 -1.554 -1.174
C -1.684 0.318 2.601
H -0.351 -2.227 -1.023
C 1.104 -0.585 -1.665
H 0.804 -0.473 -2.635
H 0.291 2.389 -1.842
H 1.351 2.065 -0.393
C 0.388 1.818 -0.805
H -1.664 -0.703 3.073
H 2.131 -0.070 -1.713
H 0.345 -0.941 1.086
H -1.985 1.062 3.353
C 0.152 0.294 -0.650
C -0.203 -0.061 0.564
O -0.033 -3.180 -0.640

Here are the Mulliken charges for atoms 1 to 8, given in e: H 0.4327; H 0.3574; H 0.1000; C -0.1372; H 0.3044; C -0.7226; H 0.3651; C -1.3588

---

one) is the most stable structure; the next one sits 14.2 kJ/mol above it.

---

one) Entry from OMol25: C2H5PSi in the gas phase (ωB97M-V/def2-TZVPD).

Properties
HOMO energy = -8.537 eV
Charge = 0
Frontier orbital gap = 9.26 eV

CARTESIAN COORDINATES (ANGSTROEM)
H -1.010 0.979 1.152
C 0.865 0.027 -0.057
C -0.588 0.128 0.679
H 1.289 -0.905 2.551
H 1.533 0.881 -0.161
P 0.632 -1.239 1.180
Si -0.607 -0.416 -1.098
H -0.961 0.644 -2.190
H -0.479 -1.766 -1.461

Here are the Mulliken charges for atoms 1 to 8, given in e: H 0.4028; C -0.3314; C -0.4562; H 0.0468; H 0.4004; P -0.1948; Si 0.2898; H -0.0781

---

two) Entry from OMol25: a molecular structure, C2H5PSi (ωB97M-V/def2-TZVPD).

Properties
HOMO energy = -8.991 eV
Charge = 0
Frontier orbital gap = 9.73 eV

CARTESIAN COORDINATES (ANGSTROEM)
H 1.459 1.190 1.502
H -0.862 1.578 0.083
C 0.737 -0.009 -0.217
H 1.348 0.846 -0.709
P 0.622 0.133 1.603
C -0.569 0.560 0.320
H -1.047 -0.919 -2.002
Si -0.673 -1.098 -0.592
H -1.015 -2.280 0.013

Here are the Mulliken charges for atoms 1 to 8, given in e: H -0.0118; H 0.3278; C -0.3095; H 0.2820; P -0.1065; C -0.4050; H -0.0956; Si 0.4191

---

two) is the most stable structure; the next one sits 15.8 kJ/mol above it.

---

one) Entry from OMol25: a gas-phase ion, C3H7BrN (charge +1) (ωB97M-V/def2-TZVPD).

Properties
HOMO energy = -14.572 eV
SMILES string = C=C[C@@H]([NH3+])Br
Charge = +1
Frontier orbital gap = 10.37 eV

CARTESIAN COORDINATES (ANGSTROEM)
H -0.868 -2.267 -0.169
Br -2.519 0.073 0.000
H 0.142 0.358 1.555
H 0.830 -1.827 -0.362
C -0.538 -0.201 -0.411
H 1.567 2.440 0.446
C 0.846 1.752 -0.080
C 0.245 0.704 0.437
H -0.285 -0.091 -1.632
N -0.093 -1.552 0.092
H -0.273 -1.449 1.191
H 0.948 2.059 -1.068

Here are the Mulliken charges for atoms 1 to 8, given in e: H 0.3921; Br -0.0173; H 0.1356; H 0.3811; C -0.1006; H 0.2628; C -0.8358; C 0.0781

---

two) Entry from OMol25: 2 unconnected molecules or ions with the total composition C3H7BrN (ωB97M-V/def2-TZVPD).

Properties
HOMO energy = -14.574 eV
Charge = +1
Frontier orbital gap = 8.37 eV

CARTESIAN COORDINATES (ANGSTROEM)
H -0.157 -0.617 1.695
N 0.796 -0.442 1.390
C -0.322 1.170 -0.906
C -0.607 -0.219 -1.294
H -0.658 1.461 0.091
Br 2.494 0.109 -1.411
C 0.777 0.256 -1.160
H 1.274 0.372 1.853
H -0.110 1.976 -1.463
H -0.737 -0.472 -2.267
H 1.475 -1.215 1.268
H -0.918 -0.874 -0.537

Here are the Mulliken charges for atoms 1 to 8, given in e: H 0.2534; N -0.7261; C -0.3257; C -0.3588; H 0.2422; Br 0.1631; C 0.3813; H 0.2665

---

one) is the most stable structure; the next one sits 169.1 kJ/mol above it.

---

one) Entry from OMol25: a gas-phase ion, C3H10NS (charge +1) (ωB97M-V/def2-TZVPD).

Properties
HOMO energy = -12.941 eV
SMILES string = C[C@H]([NH3+])CS
Charge = +1
Frontier orbital gap = 9.00 eV

CARTESIAN COORDINATES (ANGSTROEM)
H -2.171 0.425 -0.532
H 1.420 -1.334 -0.823
S 0.694 -0.796 2.400
H -1.008 1.648 -0.176
C -0.236 -0.338 -0.155
H 1.468 0.072 -1.518
H -1.024 0.807 -1.829
C 0.367 0.409 1.072
N -1.143 0.663 -0.776
H 1.476 0.637 0.727
H -0.876 -1.324 -0.037
H 0.167 -1.227 -2.095
C 0.686 -0.801 -1.289
H -0.009 1.328 1.546
H 0.189 -0.169 3.485

Here are the Mulliken charges for atoms 1 to 8, given in e: H 0.3819; H 0.4520; S -0.2009; H 0.4183; C 0.4162; H 0.3854; H 0.3744; C -0.9319

---

two) Entry from OMol25: 2 unconnected molecules or ions with the total composition C3H10NS (ωB97M-V/def2-TZVPD).

Properties
HOMO energy = -15.064 eV
Charge = +1
Frontier orbital gap = 6.34 eV

CARTESIAN COORDINATES (ANGSTROEM)
H 5.565 1.154 2.666
H -0.761 -0.818 2.012
H 0.648 0.505 -1.022
C -1.392 -0.146 -1.265
N -0.126 0.354 -1.709
S 0.709 0.570 0.859
C -1.199 -1.130 -0.142
H -1.852 -0.593 -2.151
H -1.565 0.499 1.270
H -2.099 0.632 -0.928
H 5.580 1.702 2.166
H -0.410 -1.835 -0.422
H -0.180 1.058 -2.415
H -2.115 -1.687 0.029
C -0.804 -0.265 1.053

Here are the Mulliken charges for atoms 1 to 8, given in e: H 0.0087; H 0.4124; H 0.2167; C -0.4227; N -0.2387; S 0.1089; C -0.5605; H 0.3758

---

one) is the most stable structure; the next one sits 263.8 kJ/mol above it.